[1]
Below is 4 unconnected molecules or ions with the total composition H8O4, with properties calculated with the ωB97M-V functional and the def2-TZVPD basis.

## Properties
* gap between HOMO and LUMO: 0.411 Eh
* ΔE to the lowest compared entry with this formula, charge and spin: 141.9 kJ/mol
* highest occupied orbital energy: -0.415 Eh
* net charge: 0
* SMILES: O.O.O.O

CARTESIAN COORDINATES (ANGSTROEM)
O -2.146 0.227 1.328
H -2.675 -0.300 1.938
H -1.338 -0.287 1.214
O 1.187 -3.037 -0.183
H 0.376 -3.504 -0.416
H 0.912 -2.117 -0.098
O 0.715 2.997 -1.358
H 0.100 2.303 -1.620
H 1.572 2.556 -1.338
O 0.606 0.723 0.293
H 0.794 -0.174 0.591
H -0.102 0.613 -0.351

[2]
Below is CHClS2 in the gas phase, with properties calculated with the ωB97M-V functional and the def2-TZVPD basis.

## Properties
* gap between HOMO and LUMO: 0.315 Eh
* ΔE to the lowest compared entry with this formula, charge and spin: 137.5 kJ/mol
* highest occupied orbital energy: -0.343 Eh
* net charge: 0
* SMILES: S=CSCl

CARTESIAN COORDINATES (ANGSTROEM)
S -2.087 0.960 0.084
C -0.741 0.136 -0.064
S 1.098 0.764 0.171
Cl 2.081 -0.946 0.077
H -0.350 -0.914 -0.268

[3]
Below is a molecular structure, FHO2PPr, with properties calculated with the ωB97M-V functional and the def2-TZVPD basis.

## Properties
* gap between HOMO and LUMO (spin up / spin down): 0.181 / 0.360 Eh
* ΔE to the lowest compared entry with this formula, charge and spin: 77.6 kJ/mol
* expectation value of S²: 3.75
* 2S+1: 4
* highest occupied orbital energy (spin up / spin down): -0.397 / -0.576 Eh
* net charge: +1

CARTESIAN COORDINATES (ANGSTROEM)
P 1.926 0.901 -0.048
O 2.853 -0.352 0.022
O 0.400 -0.141 -0.041
F -4.047 0.400 -0.027
Pr -1.963 0.263 0.056
H 0.832 -1.071 0.038

[4]
Below is a molecular structure, C45H30BiCl5N8O3S4, with properties calculated with the ωB97M-V functional and the def2-TZVPD basis.

## Properties
* gap between HOMO and LUMO: 0.261 Eh
* ΔE to the lowest compared entry with this formula, charge and spin: 0.0 kJ/mol
* highest occupied orbital energy: -0.286 Eh
* net charge: 0

CARTESIAN COORDINATES (ANGSTROEM)
Bi -0.228 -1.354 -0.155
N 1.573 -5.117 2.502
C 1.358 -4.073 1.664
S -0.284 -3.540 1.543
N 2.446 -3.620 1.075
N 2.257 -2.539 0.283
C 3.299 -2.149 -0.349
C 3.289 -0.963 -1.210
C 4.427 -0.643 -1.946
C 4.420 0.496 -2.733
C 3.283 1.285 -2.757
C 2.194 0.894 -1.992
N 2.188 -0.199 -1.236
H 0.781 -5.638 2.832
H 2.473 -5.565 2.460
H 4.234 -2.698 -0.238
H 5.295 -1.287 -1.898
H 5.291 0.762 -3.318
H 3.226 2.188 -3.348
H 1.291 1.490 -1.979
Cl -3.069 -4.318 -6.417
C -2.780 -3.752 -4.816
C -1.540 -3.940 -4.214
Cl -0.271 -4.714 -5.084
C -1.312 -3.477 -2.926
Cl 0.267 -3.634 -2.216
C -2.298 -2.803 -2.180
O -2.097 -2.349 -0.981
C -3.543 -2.627 -2.819
Cl -4.765 -1.782 -1.946
C -3.781 -3.089 -4.105
Cl -5.318 -2.834 -4.836
S -6.883 -0.241 2.603
C -8.033 -1.251 1.844
C -7.441 -2.289 1.192
C -6.027 -2.270 1.315
C -5.576 -1.216 2.056
C -4.182 -0.888 2.376
C -3.191 -1.114 1.401
N -1.916 -0.867 1.606
C -1.525 -0.337 2.784
C -2.436 -0.070 3.810
C -1.976 0.522 5.034
C -0.683 0.863 5.198
C 0.269 0.638 4.149
C 1.611 1.036 4.249
C 2.475 0.821 3.200
C 1.960 0.182 2.059
N 0.711 -0.201 1.945
C -0.144 0.021 2.961
C 3.875 1.255 3.188
C 4.926 0.658 2.549
C 6.144 1.369 2.710
C 5.995 2.492 3.463
S 4.378 2.700 3.978
C -3.787 -0.371 3.585
H -9.084 -1.021 1.908
H -7.990 -3.040 0.644
H -5.367 -3.004 0.875
H -3.455 -1.505 0.428
H -2.700 0.707 5.817
H -0.343 1.327 6.115
H 1.957 1.515 5.159
H 2.599 0.023 1.200
H 4.833 -0.272 2.006
H 7.088 1.054 2.291
H 6.749 3.209 3.744
H -4.514 -0.190 4.368
C 3.945 4.811 -1.153
C 2.568 4.285 -0.855
C 1.528 4.437 -1.767
C 0.271 3.898 -1.523
C 0.052 3.194 -0.348
C 1.065 3.073 0.595
C 2.313 3.613 0.340
S -1.468 2.313 -0.092
O -2.518 3.100 -0.685
O -1.540 2.038 1.321
N -1.216 0.917 -0.836
C -1.292 0.771 -2.214
C -1.962 1.604 -3.128
C -1.905 1.297 -4.471
C -1.195 0.184 -4.911
C -0.583 -0.593 -3.951
N -0.634 -0.320 -2.648
H 3.917 5.595 -1.910
H 4.585 4.007 -1.527
H 4.418 5.214 -0.257
H 1.702 4.989 -2.684
H -0.536 4.023 -2.233
H 0.853 2.566 1.525
H 3.103 3.510 1.078
H -2.528 2.448 -2.769
H -2.425 1.927 -5.181
H -1.129 -0.078 -5.957
H -0.015 -1.475 -4.229

[5]
Below is C5H9N in the gas phase, with properties calculated with the ωB97M-V functional and the def2-TZVPD basis.

## Properties
* gap between HOMO and LUMO: 0.305 Eh
* ΔE to the lowest compared entry with this formula, charge and spin: 266.4 kJ/mol
* highest occupied orbital energy: -0.280 Eh
* net charge: 0
* SMILES: C=C/C(N)=C/C

CARTESIAN COORDINATES (ANGSTROEM)
C -1.406 -1.062 -1.539
C -0.195 -1.227 -0.930
C 0.216 -0.230 0.087
N 1.421 -0.671 0.687
C -0.468 0.883 0.338
C 0.210 2.034 1.096
H -1.597 -0.079 -1.930
H -1.886 -1.889 -2.037
H 0.529 -1.959 -1.262
H 1.724 0.068 1.298
H 1.487 -1.664 0.602
H -1.500 1.062 0.052
H -0.612 2.643 1.464
H 0.714 1.568 1.964
H 0.933 2.647 0.536

[6]
Below is 2 unconnected molecules or ions with the total composition C29H37N4O2, with properties calculated with the ωB97M-V functional and the def2-TZVPD basis.

## Properties
* gap between HOMO and LUMO: 0.212 Eh
* ΔE to the lowest compared entry with this formula, charge and spin: 124.0 kJ/mol
* highest occupied orbital energy: -0.405 Eh
* net charge: +1

CARTESIAN COORDINATES (ANGSTROEM)
C -2.240 5.147 0.349
N -1.973 3.732 0.481
C -2.971 2.834 0.732
O -4.153 3.107 0.922
C -2.335 1.443 0.774
C -2.857 0.491 -0.300
C -4.328 0.195 -0.131
C -5.201 0.479 -1.186
C -6.578 0.379 -0.990
C -7.077 -0.075 0.238
C -6.197 -0.466 1.255
C -4.816 -0.331 1.071
N -0.914 1.745 0.602
C 0.014 0.765 0.583
C 1.375 0.989 0.450
C 2.362 0.017 0.604
C 3.763 0.292 0.437
C 4.737 -0.726 0.624
C 6.091 -0.467 0.485
C 6.533 0.835 0.203
C 7.931 1.136 0.099
N 9.067 1.397 -0.010
C 5.599 1.864 0.027
C 4.241 1.595 0.104
C -0.630 3.177 0.401
C -0.033 3.480 -0.981
C 0.247 3.773 1.513
H -3.317 5.311 0.433
H -1.723 5.710 1.133
H -1.895 5.516 -0.622
H -2.537 1.010 1.776
H -2.685 0.947 -1.289
H -2.271 -0.442 -0.276
H -4.784 0.833 -2.135
H -7.257 0.671 -1.794
H -8.154 -0.130 0.400
H -6.578 -0.853 2.202
H -4.113 -0.594 1.871
H -0.354 -0.256 0.697
H 1.699 2.009 0.251
H 2.071 -0.968 0.988
H 4.401 -1.725 0.899
H 6.822 -1.270 0.607
H 5.943 2.883 -0.171
H 3.545 2.414 -0.074
H -0.750 3.205 -1.766
H 0.176 4.557 -1.040
H 0.899 2.937 -1.148
H -0.298 3.751 2.467
H 1.177 3.216 1.628
H 0.493 4.813 1.258
C -1.863 -2.964 0.985
O -0.726 -2.853 0.145
C -0.330 -4.100 -0.394
C 0.907 -3.843 -1.240
C 1.682 -5.096 -1.677
C 3.144 -4.624 -1.763
C 3.182 -3.250 -1.057
N 1.863 -3.046 -0.538
H -2.172 -1.939 1.212
H -2.703 -3.496 0.503
H -1.621 -3.482 1.928
H -0.089 -4.828 0.404
H -1.111 -4.513 -1.060
H 0.560 -3.302 -2.145
H 1.572 -5.870 -0.909
H 1.292 -5.492 -2.620
H 3.825 -5.329 -1.282
H 3.444 -4.509 -2.808
H 3.917 -3.246 -0.245
H 3.495 -2.466 -1.766
H 1.566 -2.106 -0.321

What did the fifth record say?
Below is C5H9N in the gas phase, with properties calculated with the ωB97M-V functional and the def2-TZVPD basis.

## Properties
* gap between HOMO and LUMO: 0.305 Eh
* ΔE to the lowest compared entry with this formula, charge and spin: 266.4 kJ/mol
* highest occupied orbital energy: -0.280 Eh
* net charge: 0
* SMILES: C=C/C(N)=C/C

CARTESIAN COORDINATES (ANGSTROEM)
C -1.406 -1.062 -1.539
C -0.195 -1.227 -0.930
C 0.216 -0.230 0.087
N 1.421 -0.671 0.687
C -0.468 0.883 0.338
C 0.210 2.034 1.096
H -1.597 -0.079 -1.930
H -1.886 -1.889 -2.037
H 0.529 -1.959 -1.262
H 1.724 0.068 1.298
H 1.487 -1.664 0.602
H -1.500 1.062 0.052
H -0.612 2.643 1.464
H 0.714 1.568 1.964
H 0.933 2.647 0.536